Computed, not measured: a 4-piece molecular cluster, C22H50O5 overall in a non-equilibrium geometry, with ωB97M-V/def2-TZVPD.

SMILES = CCOC(C)=O.COCCOCCOC.CCCCCC.CCCCCC
Total charge = 0
Orbital gap = 10.00 eV

```
77
C22H50O5 | OMol25 | ωB97M-V/def2-TZVPD
C -32.790 12.175 -15.765
C -31.668 13.204 -15.657
O -32.167 14.091 -14.652
C -33.204 14.930 -14.860
C -33.824 15.437 -13.612
O -33.571 15.478 -15.896
H -33.804 12.568 -15.843
H -32.742 11.542 -14.879
H -32.672 11.463 -16.582
H -30.748 12.787 -15.247
H -31.337 13.750 -16.541
H -34.850 15.804 -13.662
H -33.192 16.201 -13.159
H -33.977 14.553 -12.994
C -30.982 2.107 -29.437
O -30.517 3.119 -30.276
C -29.114 2.996 -30.587
C -28.310 4.260 -30.357
O -28.384 4.795 -29.048
C -27.700 6.034 -28.914
C -28.605 7.153 -29.448
O -29.925 7.028 -28.939
C -30.792 7.967 -29.437
H -32.048 2.073 -29.663
H -30.773 2.381 -28.403
H -30.656 1.094 -29.670
H -29.218 2.796 -31.653
H -28.617 2.091 -30.236
H -28.486 4.975 -31.161
H -27.251 4.059 -30.523
H -26.776 5.977 -29.489
H -27.547 6.197 -27.847
H -28.679 7.054 -30.531
H -28.351 8.154 -29.101
H -30.725 8.994 -29.077
H -31.815 7.626 -29.280
H -30.510 8.081 -30.484
C -22.668 11.737 -27.812
C -22.871 11.342 -29.258
C -22.036 10.303 -29.967
C -22.335 10.227 -31.504
C -21.982 8.995 -32.269
C -22.958 8.702 -33.472
H -22.991 10.886 -27.212
H -23.257 12.622 -27.572
H -21.604 11.801 -27.586
H -23.921 11.133 -29.461
H -22.720 12.270 -29.811
H -22.118 9.356 -29.434
H -20.982 10.573 -29.902
H -23.418 10.328 -31.580
H -21.821 10.990 -32.088
H -20.937 8.914 -32.569
H -22.227 8.199 -31.566
H -23.989 8.572 -33.143
H -22.918 9.643 -34.022
H -22.589 7.853 -34.047
C -28.248 14.792 -21.494
C -28.740 14.101 -22.787
C -28.496 12.524 -22.930
C -29.148 11.634 -21.873
C -28.972 10.164 -22.292
C -29.904 9.651 -23.386
H -27.839 15.802 -21.529
H -27.369 14.219 -21.197
H -28.920 14.851 -20.637
H -29.800 14.335 -22.685
H -28.439 14.650 -23.679
H -27.452 12.211 -22.934
H -28.936 12.227 -23.882
H -28.806 11.840 -20.859
H -30.195 11.888 -21.710
H -28.024 9.886 -22.752
H -29.356 9.509 -21.510
H -30.374 10.500 -23.882
H -29.508 8.972 -24.142
H -30.722 9.110 -22.910
```

Results of the Mulliken charge analysis, in e, for atoms 1 through 5: atom 1 (C): -1.01, atom 2 (C): -0.17, atom 3 (O): -0.31, atom 4 (C): 0.65, atom 5 (C): -0.95